Record 1
C41H58CaN4O7SSi | ωB97M-V with the def2-TZVPD basis set

Computed properties:
**Relative energy (zero: lowest compared OMol25 entry of this formula, charge and spin)**: 0.0 kcal per mole
**Total charge**: -2
**Orbital gap**: 4.951 eV
**HOMO level**: -0.88 eV

```
113
Properties=species:S:1:pos:R:3:forces:R:3
Ca 0.58587 0.53821 0.09297 0.56 -0.63 -0.18
S -0.65310 1.63839 2.51880 0.17 -0.37 -0.24
Si 3.17533 -1.81587 1.15473 -0.11 0.12 0.00
O 0.73687 1.15641 2.40397 -0.16 0.18 0.39
O 4.42793 -0.83948 1.62289 0.18 0.04 -0.08
O 3.95531 -3.09387 0.40884 0.05 -0.10 -0.06
O 2.55636 -2.39061 2.58303 -0.05 -0.06 -0.03
O -1.38061 1.08157 3.63397 -0.08 0.11 0.13
O 2.06088 -1.17012 0.26259 -0.09 -0.04 0.05
O -1.29415 1.50584 1.20202 -0.30 0.06 0.44
N -0.44430 0.57404 -2.01377 -0.05 0.27 -0.34
N 0.59921 0.89436 -6.93671 0.03 0.07 -0.13
N 1.16265 2.18809 -1.34387 -0.22 0.30 -0.20
N 0.75708 3.06790 -6.45381 0.03 -0.05 -0.14
C 0.89309 4.69398 -1.52152 0.00 0.11 0.00
C 0.00974 5.23157 4.22077 0.01 0.03 0.05
C 5.70523 1.12415 1.40385 0.08 0.09 0.00
C 0.06741 2.38347 -3.63534 -0.01 -0.09 0.17
C 6.67129 -1.13140 0.87480 0.13 0.02 -0.01
C -1.81410 -1.89042 2.02626 -0.03 -0.01 0.01
C -0.64917 5.61954 1.95532 -0.01 -0.06 -0.04
C -0.53180 3.38129 2.80152 -0.03 0.09 0.02
C 2.59309 3.62331 -0.06971 0.09 0.05 0.10
C -3.21973 -1.64139 0.09257 0.01 0.01 -0.04
C 0.77288 1.52122 -8.14617 -0.05 -0.17 0.01
C 0.84813 1.05937 -9.45339 0.01 0.01 0.04
C 1.13659 3.36977 -10.14274 -0.01 -0.09 -0.01
C -0.98295 -2.48941 -0.15005 -0.03 0.08 0.01
C 4.97632 -0.10660 -0.65236 0.09 0.09 -0.16
C 0.87006 2.88533 -7.81819 0.00 0.15 0.12
C -0.79350 -2.38311 1.22404 0.06 0.08 0.05
C 0.49235 0.07071 -4.19594 -0.11 -0.06 0.11
C 0.41047 1.46034 -4.55352 0.17 0.06 -0.45
C -0.79695 4.25146 1.76027 0.04 0.15 0.08
C -0.13021 3.86695 4.03929 0.01 0.01 -0.05
C 0.58884 1.86076 -5.95820 -0.06 -0.12 0.35
C -0.03140 -0.25478 -2.95366 0.09 0.03 0.07
C 1.82984 3.47259 -1.38945 -0.04 -0.04 -0.03
C 3.36354 -4.04892 -0.46761 0.03 0.15 0.17
C -3.02946 -1.52612 1.46093 0.04 0.01 0.03
C 2.93983 -0.83425 4.38636 0.00 0.04 0.16
C 1.91069 -3.08623 4.72252 -0.02 -0.03 0.08
C 1.03114 2.00573 -10.45027 0.01 0.09 -0.03
C 1.05793 3.81948 -8.83470 0.00 0.03 0.02
C -0.11085 7.61038 3.39623 0.03 0.07 0.01
C -0.03939 2.00823 -2.16921 0.06 -0.06 -0.19
C 4.33536 -2.91246 4.12230 0.08 -0.04 0.09
C 4.41998 -5.12990 -0.66489 0.01 -0.06 -0.04
C 3.01560 -3.39660 -1.80207 -0.01 -0.03 -0.12
C -2.19238 -2.11199 -0.71557 -0.02 0.01 0.01
C 2.11946 -4.65020 0.17845 -0.09 -0.10 -0.02
C -0.24833 6.12694 3.18341 -0.01 -0.01 0.00
C 2.86344 3.55595 -2.53522 0.06 -0.06 -0.03
C 2.95260 -2.29318 3.94109 -0.04 0.05 -0.23
C 5.43309 -0.24469 0.79627 -0.30 -0.12 0.10
H 7.47656 -0.72930 0.25263 0.00 0.00 0.02
H 1.98462 -0.37243 4.13328 -0.01 -0.01 -0.02
H 0.17160 -2.61576 1.65939 -0.02 0.01 0.01
H 6.42708 -2.13686 0.53149 -0.04 -0.01 -0.01
H 1.13919 4.87170 -8.59250 0.00 0.00 0.00
H -3.80433 -1.09989 2.08599 -0.01 0.00 0.00
H 0.92683 -2.63047 4.60179 0.00 0.02 -0.03
H 1.35050 -3.89319 0.32948 0.08 0.03 -0.03
H 6.49349 1.64911 0.85718 0.00 -0.02 0.00
H 3.92441 -3.06219 -2.30848 0.01 0.01 0.02
H 0.06234 8.12719 2.45192 -0.01 -0.01 -0.01
H -0.16097 -2.80481 -0.78096 -0.02 -0.01 -0.01
H 4.03216 0.42880 -0.73993 -0.07 0.05 0.09
H 2.37360 3.42324 -3.50009 0.00 0.02 0.00
H 0.01860 4.58908 -0.88076 -0.02 -0.04 0.07
H 4.65113 -2.85490 5.16881 -0.03 -0.01 -0.01
H 3.40000 4.51480 -2.54305 -0.01 0.01 0.03
H 2.37450 -2.52893 -1.64849 -0.01 0.01 0.06
H 5.32685 -4.68642 -1.07968 0.01 0.01 0.00
H 4.83913 -1.08462 -1.11570 0.01 -0.02 0.04
H 1.90405 3.72236 0.77449 -0.02 -0.02 -0.03
H 0.85152 -0.71472 -4.84731 0.05 0.03 -0.05
H 1.09261 1.68671 -11.48383 0.01 0.00 0.00
H -1.09799 3.84913 0.80467 -0.01 -0.04 -0.04
H 4.80276 1.73538 1.37715 -0.01 -0.04 -0.01
H 2.36677 -5.07448 1.15343 0.03 -0.01 0.00
H -0.14989 -1.31881 -2.72666 -0.02 0.00 0.02
H 0.07876 3.17700 4.84629 -0.01 -0.04 -0.01
H 4.66779 -5.59099 0.29314 0.00 0.01 0.01
H 0.53951 4.83237 -2.54417 0.01 -0.03 -0.01
H 2.50512 -4.11104 -2.45544 0.02 0.00 0.00
H -0.88444 2.59928 -1.76198 0.00 0.01 0.02
H -0.83025 6.29347 1.12535 0.00 0.01 0.01
H 3.08685 -0.77403 5.47000 0.01 0.02 -0.01
H 1.69940 -5.43548 -0.45731 0.01 0.00 0.02
H 1.41312 5.61348 -1.22647 0.03 -0.02 -0.03
H 3.20552 2.73604 0.10177 -0.01 -0.07 -0.03
H 1.86387 -4.10891 4.34347 0.01 -0.01 0.00
H 0.72088 7.84270 4.06363 0.00 -0.03 0.00
H -0.12474 3.40162 -3.95021 -0.01 0.00 -0.02
H 5.73130 0.44122 -1.22481 0.00 -0.03 0.02
H 4.06592 -5.90563 -1.34926 -0.01 0.01 0.00
H -2.31429 -2.13071 -1.79106 -0.01 -0.01 0.00
H 6.01339 1.01020 2.44579 0.00 0.00 0.00
H 1.28205 4.08356 -10.94483 0.00 -0.01 -0.01
H -1.01500 8.03362 3.84208 -0.01 -0.02 0.00
H 0.33515 5.61184 5.18374 0.00 0.01 0.00
H 2.15315 -3.11396 5.78856 0.01 0.01 -0.01
H 3.26029 4.49427 -0.07807 -0.03 0.02 -0.02
H -1.64327 -1.73518 3.08378 -0.01 -0.01 0.00
H 3.72863 -0.26985 3.89102 0.00 -0.03 -0.04
H 3.58973 2.74708 -2.41929 0.00 0.00 0.02
H 7.02471 -1.19331 1.90705 -0.01 0.00 0.01
H 0.76831 0.00482 -9.68801 0.00 0.00 0.00
H 5.06546 -2.38489 3.50959 -0.01 0.03 -0.03
H 4.32080 -3.96158 3.81789 -0.01 0.00 -0.01
H -4.14839 -1.31095 -0.35681 -0.01 -0.01 0.01
H 0.43761 -0.07851 -6.74727 -0.02 -0.01 0.01
```
Forces are in eV/Å.



Record 2
C41H58FIrN5O7SSi3 | ωB97M-V with the def2-TZVPD basis set

Computed properties:
**Total charge**: +1
**Orbital gap (spin up / spin down)**: 6.389 / 6.342 eV
**HOMO level (spin up / spin down)**: -9.91 / -9.87 eV

```
117
Properties=species:S:1:pos:R:3:forces:R:3
Ir 1.54179 1.12085 -0.03967 -0.42 0.31 1.14
S -0.35561 -5.79425 -0.45137 -0.38 0.56 0.53
Si 4.29219 2.47955 0.35073 0.35 -0.55 -0.57
Si 3.68689 0.61575 -2.26957 0.24 0.14 -0.16
Si 4.16489 -0.67315 0.71473 0.88 0.01 -0.49
F -4.85921 0.96085 -2.67247 -0.05 0.01 0.41
O 1.11999 1.90015 1.99543 1.73 -0.09 -2.76
O 1.38339 -0.85665 0.39703 1.33 0.66 0.08
O -0.97151 -5.86525 -1.74397 0.17 0.19 -0.29
O 0.38479 0.86615 3.81803 0.00 0.43 -0.30
O -0.60151 1.27325 -0.29527 -1.49 -0.03 2.06
O -0.62021 -6.82375 0.50603 0.31 0.07 0.23
O 1.01949 -2.80045 1.36593 0.27 0.08 0.28
N -9.18441 2.28385 -0.70497 -0.14 0.45 0.04
N -3.48881 1.17625 2.66533 0.98 0.17 0.22
N 1.74069 3.05195 -0.52017 0.05 0.77 0.11
N -0.87261 -4.35355 0.22963 0.01 -1.31 -0.03
N -6.97371 1.20405 -0.69247 0.46 -0.17 -0.06
C -5.58751 1.13735 -0.39997 -0.04 0.15 1.56
C -4.57561 1.06995 -1.34417 0.91 0.02 -0.64
C -5.19051 1.20965 0.95703 -0.58 -0.19 -1.18
C 0.76719 5.17255 -1.00167 0.34 0.17 0.05
C 2.90369 3.65655 -0.21537 0.50 -0.26 0.31
C 2.33359 -0.62245 -2.81297 0.54 0.45 0.25
C -7.40781 1.34845 -2.06967 0.11 0.05 -0.34
C 4.00439 -2.38485 -0.11237 -0.15 0.74 0.32
C 1.41719 -5.64565 -0.65527 -0.74 -0.12 0.01
C 1.94379 5.81785 -0.63107 -0.07 -0.31 -0.03
C 4.41509 2.71015 2.23723 -0.14 -0.32 -0.62
C 2.23489 -5.91325 0.42333 0.14 -0.07 0.15
C 3.32129 -5.29665 -2.04947 0.00 -0.04 0.14
C 3.59679 0.84685 -0.36167 -0.71 0.06 1.23
C -9.15361 1.20435 0.31853 0.15 -0.57 0.50
C -4.25301 1.87355 4.98383 0.01 -0.05 0.03
C -5.26541 2.38525 4.00953 -0.04 0.05 -0.05
C -7.89551 0.35335 0.03903 -0.13 -0.02 0.08
C -2.84181 1.17785 0.34853 -1.31 0.02 -0.70
C -3.24121 1.12425 -1.00137 -0.37 -0.02 0.67
C 0.24109 1.30125 2.68753 -1.18 -1.12 0.84
C 5.91049 3.02735 -0.49817 -0.66 0.01 0.44
C -2.16591 1.15995 2.99573 -0.63 -0.10 -0.78
C -1.15761 1.22025 2.07883 0.54 -0.04 -0.02
C 3.02299 5.03165 -0.26417 -0.25 0.40 -0.19
C 6.06899 -0.38535 0.74473 -0.84 -0.31 0.18
C 3.60849 -5.88705 0.25623 -0.12 0.03 -0.15
C 3.55669 -0.68495 2.51563 0.05 0.16 -0.65
C 3.33709 2.23325 -3.24187 0.07 -0.57 0.44
C 5.65469 -5.53815 -1.16157 -0.01 0.02 0.01
C -0.75261 -1.90695 0.03833 0.74 -0.24 0.25
C 0.70879 3.79745 -0.93527 -0.32 0.01 -0.20
C 4.16789 -5.58505 -0.98297 -0.08 -0.01 0.04
C -4.47641 1.14105 3.69933 -0.57 -0.16 0.32
C -0.91751 -3.23755 -0.68337 -0.29 0.26 -0.71
C 1.94689 -5.32955 -1.89017 0.01 0.06 -0.23
C -8.90171 1.72225 -2.04857 0.21 -0.25 -0.67
C 5.41819 0.04075 -2.84077 -0.70 0.10 0.31
C -1.44751 1.24045 0.68513 1.52 0.03 -1.18
C 0.66109 -1.85665 0.67813 -1.63 -0.45 -0.22
C -3.85751 1.18295 1.33583 0.65 0.02 -0.30
H 1.37259 -0.33765 -2.38527 -0.28 0.02 0.07
H -0.13801 -3.34605 -1.45087 -0.03 0.26 -0.01
H -0.88571 -1.07805 -0.65777 0.00 -0.12 0.03
H 3.50469 2.37495 2.72683 -0.15 -0.07 0.00
H 6.22689 4.00095 -0.13737 0.11 0.24 0.08
H -0.19231 3.26575 -1.21647 0.12 0.00 0.10
H 6.46429 -0.29245 -0.25667 0.11 0.02 -0.37
H 3.74299 -5.06105 -3.01557 0.05 0.02 -0.12
H 6.34819 0.50165 1.29563 0.11 0.32 0.25
H 4.47479 -2.43205 -1.08857 0.19 0.08 -0.22
H 5.45259 -0.05675 -3.91997 -0.15 0.02 -0.31
H 3.96989 5.47705 -0.00687 0.13 0.11 0.08
H 6.55469 -1.23015 1.21473 0.23 -0.27 0.20
H 3.59919 -1.69475 2.91213 0.05 -0.24 -0.04
H -1.47731 -1.82855 0.84953 -0.19 0.02 0.05
H 5.95059 -6.02095 -2.09057 0.06 -0.05 -0.04
H -10.06611 2.80295 -0.67997 0.21 -0.03 0.04
H -4.59461 1.39845 5.88953 -0.03 -0.08 0.02
H 5.80129 3.08765 -1.57537 -0.08 0.01 -0.22
H -8.16111 -0.54115 -0.54247 0.08 0.08 0.05
H 4.25359 -6.11215 1.09253 0.07 -0.02 0.09
H -9.12371 2.45785 -2.82067 -0.09 0.01 0.15
H -0.34191 -4.13135 1.06883 0.20 -0.06 -0.01
H -1.88201 -3.27055 -1.20477 0.19 0.10 -0.02
H 3.89699 3.08045 -2.86267 0.14 0.19 0.11
H -7.26741 0.43635 -2.66717 -0.07 0.17 0.09
H 3.61209 2.10765 -4.28467 0.09 -0.14 -0.20
H -5.95251 1.28425 1.71153 -0.10 0.04 0.15
H 4.55609 3.76005 2.48823 0.03 0.18 -0.15
H -8.39061 2.90675 -0.49187 -0.36 0.00 0.04
H 4.15849 -0.04965 3.15543 0.22 0.15 0.07
H -9.54041 0.85345 -2.20397 -0.07 0.09 0.13
H -10.06291 0.60915 0.24123 -0.03 0.15 -0.05
H -6.82751 2.14655 -2.53317 -0.11 -0.07 -0.02
H -6.31531 2.29585 4.24183 -0.08 -0.10 0.04
H -2.49331 1.10255 -1.77447 0.14 -0.05 -0.13
H -5.00401 3.28015 3.46583 0.07 0.06 -0.09
H 1.28219 -5.14725 -2.71997 -0.06 0.00 -0.13
H -7.45081 0.01915 0.97313 -0.11 -0.01 -0.07
H -9.11031 1.66995 1.30403 -0.05 0.06 -0.12
H 1.78949 -6.16405 1.37143 0.00 -0.07 0.18
H 5.24829 2.16025 2.66293 0.17 -0.12 0.00
H 4.49469 -3.11395 0.52463 0.18 -0.11 0.18
H 2.21769 -0.63665 -3.89137 0.03 0.08 -0.27
H 5.69369 -0.92025 -2.42567 0.04 -0.24 0.18
H -0.09091 5.73225 -1.33667 -0.12 0.00 -0.02
H 6.18399 0.75545 -2.56317 0.14 0.21 0.15
H 2.01249 6.89575 -0.62827 0.00 0.06 -0.07
H 2.52809 -0.35905 2.60303 -0.18 0.05 0.03
H 5.99169 -4.50205 -1.20567 0.06 0.06 0.01
H 2.97739 -2.70475 -0.21447 -0.24 -0.09 -0.02
H 2.28519 2.49755 -3.21847 -0.27 0.05 0.05
H -3.35011 2.44795 5.10583 0.12 0.06 -0.05
H 2.54949 -1.63225 -2.48337 0.03 -0.21 0.19
H -4.99721 0.18795 3.75103 0.04 0.10 0.06
H 6.71039 2.32785 -0.28877 0.16 -0.21 0.11
H -1.91161 1.08455 4.04133 -0.02 0.01 0.07
H 6.16439 -6.02355 -0.33207 0.06 -0.02 0.00
```
Forces are in eV/Å.